{
  "formula": "C51H124N4O13",
  "method": "ωB97M-V with the def2-TZVPD basis set",
  "elements": ["C", "C", "C", "C", "C", "C", "N", "O", "C", "C", "C", "H", "H", "H", "H", "H", "H", "H", "H", "H", "H", "H", "H", "H", "H", "H", "H", "H", "H", "H", "C", "C", "C", "C", "C", "C", "N", "O", "C", "C", "C", "H", "H", "H", "H", "H", "H", "H", "H", "H", "H", "H", "H", "H", "H", "H", "H", "H", "H", "H", "C", "C", "C", "C", "C", "C", "N", "O", "C", "C", "C", "H", "H", "H", "H", "H", "H", "H", "H", "H", "H", "H", "H", "H", "H", "H", "H", "H", "H", "H", "C", "C", "C", "C", "C", "C", "N", "O", "C", "C", "C", "H", "H", "H", "H", "H", "H", "H", "H", "H", "H", "H", "H", "H", "H", "H", "H", "H", "H", "H", "O", "H", "H", "O", "H", "H", "O", "H", "H", "O", "H", "H", "C", "C", "C", "O", "H", "H", "H", "H", "H", "H", "H", "H", "C", "C", "C", "O", "H", "H", "H", "H", "H", "H", "H", "H", "C", "C", "C", "O", "H", "H", "H", "H", "H", "H", "H", "H", "C", "C", "C", "O", "H", "H", "H", "H", "H", "H", "H", "H", "C", "C", "C", "O", "H", "H", "H", "H", "H", "H", "H", "H"],
  "coordinates": [[-4.654, 7.204, -2.069], [-5.403, 5.876, -1.794], [-5.607, 5.053, -3.081], [-4.320, 4.425, -3.589], [-3.901, 3.394, -2.558], [-3.667, 4.095, -1.203], [-4.742, 5.047, -0.791], [-4.376, 5.706, 0.392], [-3.647, 2.952, -0.184], [-2.288, 4.748, -1.212], [-6.836, 6.273, -1.350], [-4.823, 7.881, -1.223], [-4.854, 7.679, -3.024], [-3.571, 7.112, -1.916], [-6.496, 4.442, -2.941], [-5.859, 5.829, -3.812], [-3.622, 5.242, -3.789], [-4.438, 3.939, -4.562], [-2.984, 2.859, -2.824], [-4.648, 2.599, -2.599], [-3.915, 3.335, 0.808], [-4.313, 2.116, -0.386], [-2.639, 2.581, 0.024], [-1.537, 3.995, -1.468], [-2.118, 5.505, -1.981], [-1.993, 5.159, -0.245], [-7.475, 5.399, -1.202], [-7.215, 7.010, -2.050], [-6.804, 6.612, -0.310], [-3.694, 6.346, 0.125], [1.529, -2.926, -3.882], [2.733, -3.841, -3.557], [3.995, -3.002, -3.762], [5.280, -3.652, -3.251], [5.135, -4.044, -1.779], [3.884, -4.893, -1.509], [2.735, -4.243, -2.141], [1.488, -4.852, -1.794], [4.142, -6.346, -1.957], [3.763, -4.964, 0.009], [2.680, -4.991, -4.584], [1.595, -2.005, -3.304], [0.600, -3.466, -3.694], [1.401, -2.689, -4.939], [4.134, -2.735, -4.813], [3.897, -2.034, -3.257], [6.106, -2.944, -3.324], [5.502, -4.529, -3.866], [5.091, -3.061, -1.301], [6.054, -4.570, -1.519], [4.816, -6.880, -1.288], [3.198, -6.897, -1.887], [4.481, -6.488, -2.984], [2.822, -5.371, 0.397], [4.633, -5.376, 0.509], [3.616, -3.968, 0.448], [2.405, -4.582, -5.557], [1.763, -5.553, -4.360], [3.489, -5.716, -4.582], [1.222, -4.301, -1.050], [-3.976, -5.261, -4.034], [-2.598, -4.681, -4.462], [-2.559, -4.127, -5.878], [-2.983, -2.681, -6.104], [-2.538, -1.704, -4.990], [-2.542, -2.301, -3.541], [-1.998, -3.701, -3.581], [-1.631, -4.196, -2.305], [-1.676, -1.409, -2.674], [-4.033, -2.282, -3.150], [-1.630, -5.893, -4.478], [-3.909, -5.308, -2.942], [-4.155, -6.298, -4.315], [-4.815, -4.626, -4.299], [-1.545, -4.084, -6.288], [-3.237, -4.691, -6.523], [-4.077, -2.568, -6.086], [-2.785, -2.327, -7.117], [-3.300, -0.926, -5.087], [-1.587, -1.194, -5.164], [-2.103, -0.410, -2.577], [-1.458, -1.877, -1.714], [-0.699, -1.245, -3.139], [-4.694, -2.657, -3.923], [-4.209, -2.906, -2.265], [-4.366, -1.302, -2.797], [-0.607, -5.667, -4.777], [-2.002, -6.571, -5.254], [-1.701, -6.471, -3.558], [-0.677, -4.326, -2.412], [0.738, -2.378, 0.741], [1.558, -1.089, 0.928], [0.847, -0.012, 0.054], [-0.392, 0.541, 0.748], [0.102, 1.096, 2.084], [0.768, 0.073, 3.014], [1.790, -0.659, 2.319], [2.495, -1.575, 3.137], [1.397, 0.905, 4.143], [-0.347, -0.876, 3.603], [2.936, -1.293, 0.294], [-0.327, -2.422, 0.964], [1.210, -3.123, 1.399], [0.846, -2.705, -0.291], [1.509, 0.777, -0.302], [0.513, -0.476, -0.881], [-1.163, -0.227, 0.842], [-0.870, 1.409, 0.286], [-0.598, 1.732, 2.630], [0.912, 1.808, 1.864], [0.615, 1.525, 4.580], [1.854, 0.294, 4.921], [2.247, 1.465, 3.751], [-0.134, -1.119, 4.645], [-1.384, -0.601, 3.417], [-0.252, -1.836, 3.080], [2.838, -1.758, -0.691], [3.638, -1.840, 0.921], [3.414, -0.334, 0.085], [1.952, -2.371, 3.005], [6.559, -1.122, 2.974], [6.231, -1.758, 2.331], [5.892, -0.415, 2.977], [-0.081, -6.216, 2.925], [0.751, -6.675, 3.079], [0.162, -5.283, 2.870], [4.591, 0.906, 2.136], [3.743, 0.433, 2.192], [4.352, 1.836, 2.306], [1.783, -4.141, 4.243], [1.174, -3.530, 4.680], [1.617, -4.992, 4.665], [-3.066, 4.415, 3.744], [-1.739, 5.050, 4.205], [-1.255, 6.030, 3.147], [-2.003, 5.796, 5.416], [-2.885, 3.561, 3.088], [-3.560, 5.159, 3.118], [-3.693, 4.112, 4.580], [-1.005, 4.286, 4.477], [-0.234, 6.249, 3.469], [-1.801, 6.968, 3.133], [-1.245, 5.497, 2.194], [-1.236, 5.678, 5.981], [2.894, 0.643, 7.453], [3.983, 0.100, 8.378], [4.903, -0.951, 7.736], [4.816, 1.265, 8.565], [2.463, 1.513, 7.944], [2.145, -0.124, 7.251], [3.345, 0.926, 6.504], [3.623, -0.162, 9.378], [5.671, -1.163, 8.482], [5.333, -0.435, 6.880], [4.399, -1.866, 7.429], [5.617, 1.026, 9.042], [-3.261, -2.729, 1.544], [-4.692, -2.477, 1.190], [-4.901, -1.068, 0.624], [-5.206, -3.456, 0.288], [-3.025, -3.706, 1.981], [-2.964, -2.142, 2.426], [-2.457, -2.495, 0.843], [-5.310, -2.633, 2.085], [-5.949, -0.806, 0.773], [-4.508, -0.908, -0.380], [-4.300, -0.354, 1.198], [-6.007, -3.099, -0.106], [1.484, 2.483, -3.002], [2.614, 3.260, -2.376], [2.980, 2.728, -1.004], [3.698, 3.300, -3.288], [1.227, 2.916, -3.969], [0.637, 2.506, -2.311], [1.729, 1.430, -3.153], [2.282, 4.284, -2.137], [2.189, 2.707, -0.256], [3.706, 3.441, -0.597], [3.465, 1.752, -1.091], [4.491, 3.517, -2.782], [3.917, 5.231, 1.649], [3.634, 4.770, 3.077], [2.178, 5.018, 3.515], [3.801, 3.350, 3.207], [3.209, 4.845, 0.915], [4.906, 4.853, 1.392], [3.831, 6.311, 1.536], [4.337, 5.254, 3.760], [2.070, 4.701, 4.554], [1.442, 4.574, 2.849], [1.944, 6.089, 3.539], [4.200, 3.201, 4.070]],
  "lowdin_charge": [-0.0316, -0.5140, -0.1422, -0.1771, -0.1395, -0.4754, -0.0957, -0.0207, -0.0251, -0.0351, -0.0362, 0.0826, 0.0877, 0.0642, 0.1186, 0.1165, 0.1112, 0.1134, 0.1185, 0.1190, 0.0713, 0.0760, 0.0590, 0.0755, 0.0773, 0.0721, 0.0816, 0.0866, 0.0804, 0.0822, -0.0261, -0.4924, -0.1454, -0.1797, -0.1334, -0.5022, -0.0639, -0.0219, -0.0290, -0.0398, -0.0183, 0.0748, 0.0514, 0.0921, 0.1246, 0.1137, 0.1128, 0.1053, 0.1152, 0.1258, 0.0819, 0.0886, 0.0631, 0.0825, 0.0923, 0.0580, 0.0843, 0.0733, 0.0647, 0.0609, -0.0202, -0.5096, -0.1383, -0.1827, -0.1274, -0.4573, -0.1023, -0.0173, -0.0342, -0.0347, -0.0372, 0.0858, 0.0800, 0.0644, 0.1203, 0.1253, 0.0985, 0.1102, 0.1106, 0.1057, 0.0878, 0.0673, 0.0629, 0.0628, 0.0759, 0.0748, 0.0699, 0.0853, 0.0862, 0.0612, -0.0118, -0.4487, -0.1161, -0.1479, -0.1358, -0.4939, -0.1227, 0.0171, -0.0225, 0.0051, -0.0271, 0.0622, 0.0811, 0.0669, 0.0771, 0.1068, 0.1004, 0.0899, 0.1156, 0.1136, 0.0925, 0.0545, 0.0653, 0.0765, 0.0740, 0.0555, 0.0757, 0.0766, 0.0695, 0.0456, -0.0763, 0.0175, -0.0066, -0.0580, 0.0324, 0.0027, -0.0656, 0.0113, 0.0077, -0.0471, 0.0477, 0.0494, -0.0430, -0.4671, -0.0547, -0.0598, 0.0613, 0.0688, 0.0795, 0.1245, 0.0458, 0.0895, 0.0723, 0.0799, -0.0611, -0.4694, -0.0470, -0.0885, 0.0814, 0.0759, 0.0685, 0.1314, 0.0749, 0.0848, 0.0775, 0.0803, -0.0615, -0.4804, -0.0478, -0.0533, 0.0882, 0.0684, 0.0566, 0.1360, 0.0818, 0.0651, 0.0729, 0.0818, -0.0508, -0.5119, -0.0662, -0.0287, 0.0828, 0.0677, 0.0810, 0.1347, 0.0722, 0.0621, 0.0860, 0.0895, -0.0435, -0.4386, -0.0597, -0.0897, 0.0565, 0.0862, 0.0852, 0.1398, 0.0818, 0.0734, 0.0726, 0.1061],
  "e_tot_ha": -3214.44284
}